1.
C3H9N | wB97M-V/def2-TZVPD

Structure (ORCA input):
```
! RIJCOSX wB97M-V def2-TZVPD def2/J DEFGRID3
* xyz 0 1
C -0.398 3.269 2.142
N -0.195 2.230 1.551
C 0.069 2.047 0.082
H -0.778 3.287 3.218
H 0.043 4.222 1.788
H -0.275 2.776 -0.650
H -0.452 1.091 -0.270
H 1.223 1.912 -0.259
C 0.361 -6.085 -2.810
H 0.784 -5.117 -2.486
H 0.270 -6.754 -1.981
H 0.977 -6.595 -3.475
H -0.620 -5.818 -3.227
*
```

Calculated values
SMILES	C=NC.C
energy	-4744.980	eV
Kohn-Sham gap	10.25	eV
energy relative to the best compared isomer or geometry (same formula, charge and spin)	49.1	kcal per mole
max |F|	0.103	hartree/bohr
E_LUMO	1.15	eV

Here are the Mulliken charges for atoms 1 to 5, given in e: number 1, C, carries -0.248; number 2, N, carries -0.338; number 3, C, carries -0.653; number 4, H, carries 0.223; number 5, H, carries 0.237

2.
C3H9N2 | wB97M-V/def2-TZVPD

Structure (ORCA input):
```
! RIJCOSX wB97M-V def2-TZVPD def2/J DEFGRID3
* xyz 1 1
C -0.647 -0.890 -0.179
N -0.268 -0.967 -1.524
H 0.071 -1.447 0.434
H -1.624 -1.090 0.266
H -0.662 -0.313 -2.183
H -0.306 -1.917 -1.859
C -0.821 0.799 0.893
C 0.397 0.793 0.228
N 1.619 0.679 0.823
H -1.591 1.429 0.471
H -0.844 0.232 1.814
H 0.379 1.019 -0.825
H 2.309 0.307 0.185
H 1.988 1.367 1.455
*
```

Calculated values
energy	-6227.577	eV
Kohn-Sham gap	10.44	eV
energy relative to the best compared isomer or geometry (same formula, charge and spin)	80.1	kcal per mole
max |F|	0.041	hartree/bohr
E_LUMO	-3.99	eV

Here are the Mulliken charges for atoms 1 to 5, given in e: number 1, C, carries -0.485; number 2, N, carries -0.441; number 3, H, carries 0.428; number 4, H, carries 0.359; number 5, H, carries 0.217

3.
C3H9N2O | wB97M-V/def2-TZVPD

Structure (ORCA input):
```
! RIJCOSX wB97M-V def2-TZVPD def2/J DEFGRID3
* xyz 0 2
C -2.491 -1.592 0.541
O -1.636 -0.826 1.340
H -3.011 -2.347 1.157
H -3.234 -0.901 0.053
H -1.913 -2.094 -0.271
C 1.841 0.583 -0.143
C 0.711 0.940 -0.823
N -0.422 0.243 -0.647
N 2.953 1.469 -0.149
H 1.852 -0.248 0.583
H 0.683 1.882 -1.405
H -1.131 0.349 -1.370
H -1.054 -0.313 0.590
H 3.794 0.892 -0.203
H 3.057 1.963 0.746
*
```

Calculated values
energy	-8281.767	eV
Kohn-Sham gap (spin up / spin down)	9.64 / 7.28	eV
energy relative to the best compared isomer or geometry (same formula, charge and spin)	31.6	kcal per mole
max |F|	0.053	hartree/bohr
E_LUMO (spin up / spin down)	0.81 / -1.55	eV

Here are the Mulliken charges for atoms 1 to 5, given in e: number 1, C, carries -0.569; number 2, O, carries -0.595; number 3, H, carries 0.233; number 4, H, carries 0.195; number 5, H, carries 0.226

4.
C3H9N2O | wB97M-V/def2-TZVPD

Structure (ORCA input):
```
! RIJCOSX wB97M-V def2-TZVPD def2/J DEFGRID3
* xyz 1 1
C 2.315 -0.612 0.119
C -2.150 0.670 -0.674
C 0.962 -0.024 -0.299
N -0.029 -0.599 0.476
N -1.694 0.150 0.510
O -2.191 -0.034 1.580
H 2.088 -1.164 1.078
H 2.873 -1.286 -0.613
H 2.915 0.162 0.412
H -3.285 0.710 -0.575
H -1.682 0.320 -1.603
H -1.936 1.755 -0.436
H 1.126 1.071 -0.134
H 0.730 -0.387 -1.380
H -0.041 -0.731 1.539
*
```

Calculated values
energy	-8271.756	eV
Kohn-Sham gap (spin up / spin down)	8.27 / 8.27	eV
energy relative to the best compared isomer or geometry (same formula, charge and spin)	168.8	kcal per mole
max |F|	0.152	hartree/bohr
E_LUMO (spin up / spin down)	-6.67 / -6.67	eV

Here are the Mulliken charges for atoms 1 to 5, given in e: number 1, C, carries -0.949; number 2, C, carries -0.625; number 3, C, carries -0.138; number 4, N, carries -0.341; number 5, N, carries 0.545